[1]
Molecular formula: C5H8N
Method: DFT, ωB97M-V/def2-TZVPD

Geometry as XYZ:
```
14
Properties=species:S:1:pos:R:3:mulliken_charge:R:1
C -2.44987 -0.01742 -0.10795 -0.56
C -2.26073 0.24577 1.20344 -0.15
C -1.08242 -0.11519 -0.68473 0.24
C 1.95171 -0.16818 -0.60324 -1.14
C 1.04305 0.03600 0.65619 -0.06
N -0.33134 0.05838 0.33529 -0.14
H -3.37676 -0.08961 -0.65312 0.41
H -2.20546 0.58315 2.16762 0.51
H -0.60341 -0.21820 -1.73647 0.34
H 2.40057 -1.17091 -0.81510 0.30
H 1.46182 0.15386 -1.52468 0.28
H 2.80275 0.43877 -0.69881 0.38
H 1.33988 0.96561 1.07805 0.30
H 1.31020 -0.70204 1.38351 0.31
```

Computed properties:
**Multiplicity**: 3
**Electronic energy**: -6790.3773 eV
**Energy relative to the best compared isomer or geometry (same formula, charge and spin)**: 4.199 eV
**Total charge**: +1
**HOMO (spin up / spin down)**: -13.204 / -15.068 eV

[2]
Molecular formula: C5H8N2
Method: DFT, ωB97M-V/def2-TZVPD

Geometry as XYZ:
```
15
Properties=species:S:1:pos:R:3:mulliken_charge:R:1
C 1.03743 1.48442 -0.51653 -0.96
N 0.55852 0.28351 0.08705 0.26
C 0.38978 0.05813 1.40587 -0.66
C -0.28664 -1.12906 1.58677 -0.36
C -0.70159 -1.58122 0.33391 -0.79
C -0.20925 -0.62244 -0.53798 0.28
N -0.83508 0.02588 -1.61957 -0.59
H 0.81587 1.64405 -1.57108 0.35
H 0.66563 2.38935 -0.03907 0.36
H 2.11913 1.54961 -0.46413 0.31
H 0.93501 0.66153 2.09654 0.39
H -0.48789 -1.60779 2.52716 0.40
H -1.34413 -2.42473 0.10799 0.39
H -0.82493 -0.66892 -2.35384 0.26
H -1.83186 -0.06231 -1.04308 0.36
```

Computed properties:
**Electronic energy**: -8292.8640 eV
**SMILES string**: Cn1cccc1N
**Energy relative to the best compared isomer or geometry (same formula, charge and spin)**: 2.132 eV
**HOMO**: -7.728 eV

[3]
Molecular formula: C5H8N2
Method: DFT, ωB97M-V/def2-TZVPD

Geometry as XYZ:
```
15
Properties=species:S:1:pos:R:3:mulliken_charge:R:1
N -1.24877 1.47786 -0.90918 -0.60
C -0.24226 0.64934 -0.36691 0.37
C 1.12775 1.01372 -0.15884 -0.48
C 1.81532 -0.15559 0.06178 -0.54
C 0.89781 -1.19733 -0.11299 -0.11
C -0.84270 -1.17899 0.63323 -0.76
N -0.31795 -0.75596 -0.71194 -0.38
H -2.14664 1.00555 -0.90439 0.25
H -1.32695 2.35480 -0.40751 0.27
H -0.41624 0.31412 0.91186 0.23
H 1.47307 2.02239 0.04018 0.36
H 2.82581 -0.26229 0.43294 0.42
H 1.11658 -2.25780 -0.13772 0.45
H -1.83274 -0.76567 0.84348 0.27
H -0.88209 -2.26415 0.78601 0.24
```

Computed properties:
**Electronic energy**: -8290.0162 eV
**SMILES string**: N[C@@H]1C=C[C@H]2CN12
**Energy relative to the best compared isomer or geometry (same formula, charge and spin)**: 4.980 eV
**HOMO**: -7.908 eV

[4]
Molecular formula: C5H8N2
Method: DFT, ωB97M-V/def2-TZVPD

Geometry as XYZ:
```
15
Properties=species:S:1:pos:R:3:mulliken_charge:R:1
C -1.10847 0.18024 1.13629 -1.60
C 0.31512 -0.13906 0.71007 0.39
C 0.45649 -1.40644 -0.16227 -0.68
N 0.84756 -0.60185 -1.34552 -0.49
C 0.84367 0.63654 -0.53337 0.12
C -0.00947 1.71842 -1.03690 0.04
N -0.69689 2.55090 -1.45404 -0.45
H -1.79808 0.10050 0.28739 0.40
H -1.43805 -0.52077 1.91077 0.40
H -1.19237 1.19598 1.53667 0.37
H 0.99579 -0.08845 1.56572 0.35
H -0.46875 -1.98349 -0.27685 0.32
H 1.25958 -2.08765 0.13695 0.25
H 0.13477 -0.58355 -2.06666 0.31
H 1.85912 1.02869 -0.40827 0.27
```

Computed properties:
**Electronic energy**: -8293.6309 eV
**SMILES string**: C[C@H]1CN[C@H]1C#N
**Energy relative to the best compared isomer or geometry (same formula, charge and spin)**: 1.365 eV
**HOMO**: -9.580 eV